2 unconnected molecules or ions with the total composition C7H14 at a distorted geometry, computed with the ωB97M-V functional and the def2-TZVPD basis.

Each line ends with the Mulliken charge.
CARTESIAN COORDINATES (ANGSTROEM)
C: -1.380 0.116 -1.130  -0.330
C: -1.140 1.249 0.011  -0.796
C: -0.798 0.485 1.197  -0.439
C: -0.314 -0.810 0.687  0.272
C: -1.382 -1.217 -0.384  -0.738
H: -2.251 0.499 -1.801  0.354
H: -0.262 0.274 -1.572  0.057
H: -1.957 1.821 0.023  0.468
H: -0.347 2.100 -0.089  0.202
H: -1.492 0.058 1.905  0.301
H: -0.112 1.110 1.856  0.253
H: -0.357 -1.505 1.635  0.375
H: 0.774 -0.801 0.358  -0.603
H: -2.368 -1.466 0.008  0.291
H: -1.179 -2.024 -1.052  0.343
C: 2.672 -0.501 -0.009  -0.577
C: 2.298 0.646 -0.448  -0.616
H: 2.808 -0.764 0.974  0.350
H: 2.612 -1.396 -0.732  0.208
H: 2.233 1.325 0.390  0.257
H: 2.158 0.964 -1.450  0.369

Output
- ΔE to the lowest compared entry with this formula, charge and spin (eV) = 3.9556
- SMILES = C1CCCC1.C=C